1.
DFT (ωB97M-V/def2-TZVPD) results for the molecule C6H11N3S2 at a distorted geometry.

Cartesian coordinates (Å):
1 C 0.34878 0.86523 -0.51695
2 C -0.42741 -1.39842 -1.05989
3 C 1.01976 0.16010 0.94039
4 C 2.56260 -0.19712 0.53667
5 C 0.82370 1.13271 2.13994
6 C -3.05998 -0.26212 -1.17580
7 N -0.39188 -1.64426 0.33003
8 N 0.24899 -1.01257 1.19759
9 N -0.02424 -0.02659 -1.41919
10 S 0.18862 2.49399 -0.56896
11 S -2.10128 -1.69814 -1.85369
12 H 0.10022 -2.12845 -1.63269
13 H 3.17300 -0.50925 1.27368
14 H 2.82913 0.78633 0.25049
15 H 2.52885 -0.97132 -0.22710
16 H -0.25268 1.24741 2.28401
17 H 1.20647 2.09283 1.91738
18 H 1.34208 0.64590 3.00283
19 H -3.52118 0.18756 -2.08346
20 H -2.24304 0.25864 -0.71518
21 H -3.80357 -0.46131 -0.43877
22 H -0.54694 0.43886 -2.18131

Values from the calculation:
HOMO	-8.422	eV
LUMO level	0.04	eV
relative energy (zero: lowest compared OMol25 entry of this formula, charge and spin)	54.6	kcal per mole
electronic energy	-32538.275	eV
total charge	0
structure (SMILES)	CS[C@@H]1N=NC(C)(C)C(=S)N1

2.
DFT (ωB97M-V/def2-TZVPD) results for a structure of composition C23H28N5O2PdS2Se2 at a distorted geometry.

Cartesian coordinates (Å):
1 Pd -0.42925 -0.02819 0.53613
2 C 3.00190 -1.34309 0.40004
3 Se 2.04878 0.14883 1.17942
4 C 1.98164 -0.52692 2.99627
5 C 0.95633 -1.61371 3.17635
6 Se -0.83113 -1.02934 2.71444
7 C -1.02042 0.37965 4.02433
8 H 4.02835 -1.28135 0.75339
9 H 2.96857 -1.22314 -0.67895
10 H 2.54468 -2.28831 0.67529
11 H 1.77198 0.34494 3.61314
12 H 2.98063 -0.88212 3.25108
13 H 0.92588 -1.97777 4.20429
14 H 1.13748 -2.46577 2.52187
15 H -1.00397 -0.08404 5.00772
16 H -1.99158 0.83570 3.84763
17 H -0.23997 1.12999 3.92811
18 O -1.64115 2.18328 -0.36267
19 S -0.36120 2.34562 -1.02474
20 O -0.28247 3.12530 -2.22391
21 N 0.14004 0.84010 -1.20168
22 C 0.84399 0.23062 -2.25911
23 C 1.40107 0.90978 -3.30910
24 C 2.07085 0.21512 -4.34434
25 C 2.17684 -1.14051 -4.34420
26 C 1.60815 -1.87230 -3.27516
27 C 1.65548 -3.28533 -3.20106
28 C 1.09722 -3.93337 -2.14159
29 C 0.48607 -3.16298 -1.12968
30 N 0.42685 -1.85991 -1.15535
31 C 0.95854 -1.19494 -2.22195
32 C 0.71596 3.10326 0.15271
33 C 0.35353 3.19748 1.48850
34 C 1.24263 3.76255 2.39117
35 C 2.47442 4.23505 1.95466
36 C 2.81809 4.15463 0.61126
37 C 1.93726 3.58913 -0.29839
38 H 1.29902 1.98372 -3.36033
39 H 2.49996 0.78715 -5.15689
40 H 2.68492 -1.66545 -5.14320
41 H 2.12859 -3.83899 -4.00369
42 H 1.11333 -5.01219 -2.06708
43 H 0.03437 -3.64723 -0.26795
44 H -0.62827 2.86646 1.79944
45 H 0.96427 3.86533 3.43287
46 H 3.15635 4.69146 2.66034
47 H 3.77084 4.53797 0.27044
48 H 2.18442 3.53649 -1.35111
49 C -4.53736 1.60643 0.52397
50 C -4.20467 0.89366 -0.78825
51 C -3.67498 -0.48695 -0.54382
52 N -2.59161 -0.81226 0.08844
53 N -2.40356 -2.18888 0.20737
54 C -3.35652 -2.84885 -0.36267
55 N -3.38632 -4.21124 -0.42264
56 S -4.56508 -1.85749 -1.08463
57 H -5.07725 2.53025 0.31885
58 H -3.62359 1.86103 1.05912
59 H -5.16374 0.98118 1.16360
60 H -3.45962 1.45441 -1.34339
61 H -5.09820 0.81818 -1.40928
62 H -2.78058 -4.70608 0.20919
63 H -4.23680 -4.67605 -0.68461

Values from the calculation:
HOMO	-10.220	eV
LUMO level	-3.66	eV
relative energy (zero: lowest compared OMol25 entry of this formula, charge and spin)	0.0	kcal per mole
electronic energy	-191688.298	eV
total charge	+1

3.
DFT (ωB97M-V/def2-TZVPD) results for the molecule C6H12N2O at a distorted geometry.

Cartesian coordinates (Å):
1 C 1.72708 1.15711 0.91594
2 C -1.27242 1.16136 1.27861
3 C 0.65911 -2.34912 -0.73055
4 N 0.79742 1.33569 -0.18086
5 C -1.03189 -0.44549 -0.94303
6 C -0.62817 0.98073 -0.07046
7 C 0.21907 -1.02289 -1.22703
8 O -2.10998 -1.29331 -0.67785
9 N -1.25764 0.88251 -1.27345
10 H -2.88738 -0.73322 -0.81657
11 H 0.99535 2.04820 -0.87867
12 H 0.85881 -0.56698 -1.97508
13 H 1.46281 1.72948 1.81195
14 H 2.72576 1.47748 0.60936
15 H 1.76529 0.09552 1.17502
16 H -2.32220 0.87200 1.23247
17 H -0.77852 0.57358 2.05627
18 H -1.21916 2.21706 1.56583
19 H 1.73545 -2.48171 -0.87252
20 H 0.39661 -2.50414 0.31616
21 H 0.16461 -3.13383 -1.31553

Values from the calculation:
HOMO (spin up / spin down)	-7.422 / -7.436	eV
LUMO level (spin up / spin down)	-0.07 / -0.11	eV
relative energy (zero: lowest compared OMol25 entry of this formula, charge and spin)	103.7	kcal per mole
electronic energy	-11440.175	eV
total charge	0

4.
DFT (ωB97M-V/def2-TZVPD) results for the molecule C4H11NO at a distorted geometry.

Cartesian coordinates (Å):
1 C 0.02629 -0.36819 0.81225
2 C -0.07526 0.85486 -0.09283
3 C -0.50471 2.10825 0.71015
4 O 1.11586 1.11216 -0.80874
5 C 0.39904 -1.70800 0.14762
6 N 0.12959 -1.72906 -1.31380
7 H -1.00640 -0.48419 1.18413
8 H 0.61871 -0.16546 1.69872
9 H -0.87999 0.67396 -0.79671
10 H -0.23979 2.97528 0.10952
11 H -1.59539 2.10675 0.80037
12 H -0.08508 2.15357 1.71618
13 H 0.93950 1.16318 -1.75881
14 H -0.17337 -2.51816 0.61560
15 H 1.45330 -1.92248 0.27194
16 H 0.72604 -2.38630 -1.79398
17 H -0.84834 -1.86618 -1.50163

Values from the calculation:
HOMO	-8.993	eV
LUMO level	0.98	eV
relative energy (zero: lowest compared OMol25 entry of this formula, charge and spin)	24.1	kcal per mole
electronic energy	-7863.511	eV
total charge	0
structure (SMILES)	C[C@@H](O)CCN

5.
DFT (ωB97M-V/def2-TZVPD) results for a structure of composition C32H36LiN4O3S4 at a distorted geometry.

Cartesian coordinates (Å):
1 Li 0.09245 -0.77220 -0.92262
2 O 0.43534 -0.96034 1.16094
3 S 0.53234 -0.97982 2.66226
4 C 0.38838 -2.72433 3.34134
5 C 1.10374 -3.85939 2.62366
6 C 0.55176 -4.22928 1.23439
7 C -0.93505 -4.57763 1.19821
8 S -2.08829 -3.56779 0.05032
9 O -1.37127 -2.36116 -0.50934
10 C -3.24371 -2.95213 1.29036
11 C -3.37669 -1.58153 1.39417
12 C -4.19999 -1.03566 2.38665
13 C -4.88574 -1.86875 3.24576
14 C -4.76464 -3.26529 3.09583
15 C -3.95352 -3.82300 2.13966
16 C 2.22206 -0.61644 3.15198
17 C 3.16351 -0.67803 2.14913
18 C 4.51219 -0.49899 2.51522
19 C 4.87932 -0.38616 3.85102
20 C 3.89021 -0.39143 4.83214
21 C 2.53592 -0.50094 4.48011
22 H -0.68247 -2.91524 3.42289
23 H 0.75690 -2.67685 4.37002
24 H 1.06780 -4.80874 3.23227
25 H 2.16432 -3.61329 2.49603
26 H 1.14353 -5.09865 0.83549
27 H 0.76617 -3.44392 0.50318
28 H -1.41638 -4.54605 2.17343
29 H -1.06972 -5.59527 0.75943
30 H -2.88830 -0.94901 0.67928
31 H -4.24458 0.04221 2.41084
32 H -5.55941 -1.50485 4.01673
33 H -5.35754 -3.92270 3.73911
34 H -3.85617 -4.92882 2.02471
35 H 2.85247 -0.93836 1.14972
36 H 5.26311 -0.64380 1.74959
37 H 5.93298 -0.34149 4.16315
38 H 4.15185 -0.33204 5.86897
39 H 1.75739 -0.58737 5.27160
40 O 1.66610 0.55609 -1.00251
41 S 2.49233 1.79288 -1.36886
42 C 1.69167 3.18666 -0.47144
43 C 1.84076 4.50883 -0.82974
44 C 1.24697 5.49574 -0.04984
45 C 0.39082 5.16208 1.01360
46 C 0.19166 3.82819 1.34552
47 C 0.80093 2.83398 0.54841
48 C 2.03125 2.18546 -3.09217
49 C 2.95270 2.11283 -4.12114
50 C 2.50855 2.36184 -5.43286
51 C 1.15899 2.65254 -5.70731
52 C 0.25893 2.72366 -4.63905
53 C 0.71396 2.46391 -3.33689
54 H 2.42821 4.79212 -1.70914
55 H 1.50279 6.53587 -0.27307
56 H -0.10616 5.96129 1.51394
57 H -0.41312 3.53040 2.20211
58 H 0.59540 1.75760 0.70150
59 H 3.94908 1.69216 -3.93980
60 H 3.25342 2.37744 -6.22002
61 H 0.84330 2.76935 -6.71361
62 H -0.78407 2.94845 -4.83168
63 H 0.00415 2.35585 -2.49470
64 N -1.16197 -1.39264 -3.60837
65 C -1.01528 -1.84788 -4.85216
66 C 0.32960 -2.13179 -5.05919
67 C 0.93142 -1.79200 -3.84404
68 N 0.06256 -1.30394 -2.97759
69 H -2.00545 -1.02234 -3.23345
70 H -1.81845 -2.02078 -5.52117
71 H 0.83601 -2.60389 -5.88297
72 H 1.98946 -1.87696 -3.59084
73 N -3.90573 3.32391 0.06327
74 C -3.06968 3.03946 -0.96011
75 N -2.63317 4.11560 -1.63795
76 S -2.57949 1.46674 -1.26254
77 H -4.12115 4.29933 0.25733
78 H -4.26785 2.59669 0.63817
79 H -3.03731 5.01266 -1.41943
80 H -2.02243 3.98717 -2.43781

Values from the calculation:
HOMO	-10.794	eV
LUMO level	-1.62	eV
electronic energy	-89412.231	eV
total charge	+1

6.
DFT (ωB97M-V/def2-TZVPD) results for a structure of composition C29H21BrF5INO3PReTe at a distorted geometry.

Cartesian coordinates (Å):
1 Re 0.19693 1.83638 0.91495
2 Br 1.59033 -2.14212 2.34675
3 C 2.24493 -0.65253 3.30785
4 C 3.40273 -0.76943 4.06325
5 C 3.83153 0.34697 4.76505
6 C 3.07803 1.50857 4.70195
7 C 1.95103 1.51178 3.89395
8 N 1.54673 0.45627 3.19505
9 C 1.12023 2.78147 3.72875
10 O 1.21773 3.66628 4.54435
11 O 0.36583 2.75688 2.69445
12 H 3.94453 -1.70023 4.09825
13 H 4.73363 0.31217 5.35755
14 H 3.32913 2.41147 5.23675
15 I -2.06777 0.79567 2.28125
16 C -1.88387 -1.35542 2.08435
17 C -2.12747 -2.04342 3.24555
18 C -2.22407 -3.43912 3.23775
19 C -2.17897 -4.10432 2.04745
20 C -1.96417 -3.41302 0.83795
21 C -2.03637 -4.11212 -0.38215
22 C -1.88587 -3.45762 -1.57035
23 C -1.51567 -2.11273 -1.55945
24 C -1.36587 -1.38932 -0.39365
25 P -0.54647 0.25357 -0.82475
26 C 0.84013 -0.42573 -1.80235
27 C 1.34493 0.23277 -2.92205
28 C 2.38333 -0.32373 -3.64655
29 C 2.93373 -1.53413 -3.26665
30 C 2.45203 -2.18013 -2.13785
31 C 1.41753 -1.63042 -1.40125
32 C -1.90187 0.91957 -1.85815
33 C -1.80767 0.88667 -3.24565
34 C -2.76237 1.51687 -4.02025
35 C -3.82787 2.17067 -3.42685
36 C -3.94437 2.17787 -2.04805
37 C -2.98927 1.55327 -1.26775
38 C -1.71437 -1.99972 0.83665
39 H -2.28387 -1.49852 4.16405
40 H -2.39127 -3.96002 4.16705
41 H -2.32837 -5.17232 2.01445
42 H -2.22967 -5.17202 -0.36775
43 H -1.98937 -3.96812 -2.51525
44 H -1.29857 -1.63232 -2.50375
45 H 0.95733 1.18817 -3.23385
46 H 2.75833 0.21327 -4.50335
47 H 3.73913 -1.96703 -3.84185
48 H 2.88193 -3.12172 -1.83145
49 H 1.06123 -2.14473 -0.51895
50 H -0.98277 0.38717 -3.72795
51 H -2.65847 1.50548 -5.09445
52 H -4.55517 2.68488 -4.03715
53 H -4.76917 2.68948 -1.57395
54 H -3.09427 1.58848 -0.19435
55 F 0.19423 3.28998 -3.55455
56 Te 0.56743 3.85518 -1.68815
57 F 2.39173 3.32708 0.14715
58 F -0.33017 4.06488 0.34005
59 F -1.42387 4.00937 -1.95695
60 F 2.33213 2.97897 -2.37845
61 O 0.26823 2.07217 -1.12685
62 C 2.32063 2.04437 0.65835
63 H 2.90353 2.05767 1.58575
64 H 2.77853 1.37028 -0.07365

Values from the calculation:
HOMO (spin up / spin down)	-8.619 / -8.496	eV
LUMO level (spin up / spin down)	-1.73 / -1.54	eV
relative energy (zero: lowest compared OMol25 entry of this formula, charge and spin)	0.0	kcal per mole
electronic energy	-148487.726	eV
total charge	0
spin multiplicity	2